P.
{
  "formula": "C2H6Br2Si",
  "method": "the ωB97M-V functional and the def2-TZVPD basis",
  "homo_ev": -9.8,
  "homo_lumo_gap_ev": 10.33,
  "charge": 0,
  "lumo_ev": 0.6,
  "species": ["C", "H", "H", "Si", "C", "H", "H", "Br", "H", "Br", "H"],
  "xyz": [[-0.01, -0.67, 0.35], [-2.82, -0.22, -0.15], [0.51, -1.06, 1.27], [-1.55, 0.54, 0.27], [1.59, 0.00, -0.45], [-1.39, 1.81, -0.63], [2.28, -0.70, 0.06], [2.02, 1.83, -0.35], [1.47, -0.36, -1.43], [-0.23, -2.37, -0.65], [-1.87, 1.20, 1.72]]
}



Q.
{
  "formula": "C2H6Br2Si",
  "method": "the ωB97M-V functional and the def2-TZVPD basis",
  "homo_ev": [-9.8, -8.2],
  "homo_lumo_gap_ev": [8.80, 7.40],
  "charge": 0,
  "lumo_ev": [-1.0, -0.8],
  "species": ["C", "Br", "C", "H", "H", "H", "Si", "Br", "H", "H", "H"],
  "xyz": [[-0.97, -0.04, 1.50], [2.39, -1.56, 0.06], [1.17, -0.54, -1.14], [-0.97, -1.02, 1.99], [-0.22, 0.43, 2.18], [1.74, 0.23, -1.80], [-0.26, 0.38, -0.20], [0.63, 2.37, -0.09], [-2.39, 0.29, -2.01], [-1.85, 0.59, 1.51], [0.73, -1.14, -2.00]]
}



Of them, the most stable is P and the least stable is Q.



P.
{
  "formula": "C2H4O3",
  "method": "the ωB97M-V functional and the def2-TZVPD basis",
  "smiles": "O=CO.C=O",
  "homo_ev": -10.4,
  "homo_lumo_gap_ev": 10.89,
  "charge": 0,
  "lumo_ev": 0.5,
  "species": ["H", "O", "H", "H", "O", "C", "H", "C", "O"],
  "xyz": [[-2.62, -0.11, -1.35], [1.89, 1.01, 0.13], [1.92, -0.80, 0.86], [-0.07, 0.07, -0.21], [-1.66, 0.22, -1.32], [2.45, 0.19, 0.85], [3.38, 0.28, 1.37], [-1.07, -0.42, -0.26], [-1.59, -0.99, 0.66]]
}



Q.
{
  "formula": "C2H4O3",
  "method": "the ωB97M-V functional and the def2-TZVPD basis",
  "smiles": "O=CO.C=O",
  "homo_ev": -10.5,
  "homo_lumo_gap_ev": 10.92,
  "charge": 0,
  "lumo_ev": 0.4,
  "species": ["O", "H", "C", "H", "O", "H", "H", "C", "O"],
  "xyz": [[1.39, 0.98, 0.67], [0.62, 2.69, 1.43], [-0.64, -1.76, -1.10], [-0.03, -2.63, -0.82], [-0.15, -0.67, -1.11], [0.97, 0.24, 0.15], [-1.69, -1.93, -1.35], [0.33, 1.71, 1.07], [-0.80, 1.35, 1.07]]
}



Of them, the most stable is Q and the least stable is P.



P.
{
  "formula": "C2H3NS2",
  "method": "the ωB97M-V functional and the def2-TZVPD basis",
  "smiles": "N=C=S.C=S",
  "homo_ev": [-9.2, -9.2],
  "homo_lumo_gap_ev": [8.39, 8.39],
  "charge": 0,
  "lumo_ev": [-0.8, -0.8],
  "species": ["H", "C", "N", "H", "S", "H", "C", "S"],
  "xyz": [[1.90, -1.23, -1.88], [0.23, -0.92, 1.26], [2.72, -1.08, -1.35], [1.22, -1.33, 1.06], [4.16, 0.62, 0.27], [-0.12, -0.82, 2.38], [3.38, -0.42, -0.62], [-0.88, -0.90, 0.03]]
}



Q.
{
  "formula": "C2H3NS2",
  "method": "the ωB97M-V functional and the def2-TZVPD basis",
  "smiles": "C1=NSSC1",
  "homo_ev": -8.1,
  "homo_lumo_gap_ev": 8.64,
  "charge": 0,
  "lumo_ev": 0.6,
  "species": ["C", "S", "C", "N", "H", "H", "S", "H"],
  "xyz": [[0.31, -0.78, 0.06], [-1.13, 1.49, 0.05], [0.50, 0.70, -0.02], [-0.84, -1.29, 0.05], [1.03, -1.57, 0.00], [1.07, 0.79, -0.92], [-2.21, -0.34, 0.00], [1.27, 1.00, 0.78]]
}



R.
{
  "formula": "C2H3NS2",
  "method": "the ωB97M-V functional and the def2-TZVPD basis",
  "smiles": "CSSC#N",
  "homo_ev": -9.5,
  "homo_lumo_gap_ev": 8.10,
  "charge": 0,
  "lumo_ev": -1.4,
  "species": ["S", "S", "H", "N", "C", "H", "H", "C"],
  "xyz": [[-0.14, -1.65, -0.26], [1.82, -0.92, 0.80], [-0.38, 0.52, -0.53], [1.61, 1.60, -0.35], [-1.14, -0.14, -0.08], [-1.47, 0.18, 0.84], [-2.04, -0.18, -0.58], [1.72, 0.59, 0.16]]
}



Of them, the most stable is Q and the least stable is P.